[1]
Density functional theory data (wB97M-V/def2-TZVPD) for C45H59CrI2N7O2PS2 as an isolated structure at a distorted geometry.

Structure (XYZ):
```
119
Properties=species:S:1:pos:R:3:forces:R:3:nbo_charge:R:1
Cr -0.902214 -0.086315 1.140692 0.649 -0.164 0.628 1.5963
C -2.808014 0.031085 3.428092 -0.635 -0.247 -0.073 -0.2590
N -1.407114 0.426885 3.178692 0.211 -0.188 -0.405 -0.4965
C -0.561114 -0.503615 3.929292 0.734 -0.620 0.447 -0.2895
C -0.777614 -1.872415 3.363992 -0.122 -0.204 0.826 0.2490
C -0.708914 -3.014615 4.144692 -0.149 0.232 -0.264 -0.1796
C -0.813714 -4.258315 3.540792 -0.121 0.395 -0.210 -0.0490
C -1.009314 -4.294315 2.169492 -0.163 0.280 -0.037 -0.2232
C -1.114414 -3.105615 1.473492 -0.062 -0.621 -0.551 0.0874
N -1.032514 -1.906315 2.046292 -0.421 0.372 0.125 -0.6528
C -1.266514 1.816185 3.636492 0.021 0.818 0.041 -0.2552
C 0.108986 2.430685 3.539192 0.189 0.270 0.019 0.1899
C 0.319086 3.717785 4.034492 -0.034 -0.139 -0.009 -0.2368
C 1.603286 4.236785 4.019092 -0.034 -0.241 -0.062 -0.1371
C 2.629886 3.441485 3.527192 -0.091 -0.026 0.016 -0.2281
C 2.315786 2.186785 3.035792 0.355 0.199 0.038 0.0484
N 1.081686 1.695885 3.020292 -0.410 0.173 0.199 -0.4638
C -3.639414 0.193085 2.199392 -0.142 0.019 0.452 0.2124
C -5.026114 0.207585 2.276292 0.121 0.003 -0.179 -0.1848
C -5.768014 0.330585 1.113992 0.349 0.048 0.061 -0.1012
C -5.075314 0.490885 -0.077208 0.098 0.012 0.173 -0.2330
C -3.694414 0.476685 -0.055008 -0.317 -0.028 -0.750 0.0614
N -2.959614 0.285685 1.046392 -0.474 0.070 0.138 -0.6356
H -3.232614 0.601385 4.260692 0.104 -0.023 -0.097 0.2478
H -2.845914 -1.022515 3.719792 0.029 0.140 0.004 0.2589
H -0.784914 -0.464415 5.001992 -0.056 -0.003 -0.100 0.2319
H 0.488586 -0.238615 3.779592 -0.165 0.043 0.056 0.2906
H -0.495014 -2.931715 5.197792 -0.028 0.071 0.121 0.2407
H -0.720214 -5.168915 4.106992 0.015 -0.064 0.115 0.2574
H -1.067214 -5.229015 1.639092 0.002 -0.077 -0.128 0.2563
H -1.244914 -3.122815 0.403792 -0.025 -0.047 -0.093 0.2233
H -1.571114 1.873885 4.692192 -0.051 -0.138 -0.159 0.2307
H -1.976514 2.421885 3.061392 0.030 -0.055 0.098 0.2450
H -0.500514 4.291685 4.441592 -0.104 0.047 0.015 0.2324
H 1.807686 5.226985 4.401892 -0.038 0.021 0.012 0.2399
H 3.653486 3.778485 3.532392 0.103 0.056 -0.018 0.2393
H 3.080886 1.533085 2.639892 0.100 0.034 -0.026 0.2156
H -5.516914 0.112485 3.233392 0.054 0.015 0.107 0.2426
H -6.845914 0.327085 1.138092 -0.117 -0.006 0.016 0.2520
H -5.600614 0.623485 -1.009108 0.050 0.035 -0.134 0.2531
H -3.143314 0.621385 -0.967408 -0.095 -0.064 0.045 0.2398
C -3.204114 2.018185 -5.537508 -0.132 0.138 0.102 -0.4095
C -3.871014 0.848185 -4.811208 0.008 0.056 0.042 -0.3863
C -3.433714 0.783585 -3.337008 0.023 -0.338 -0.162 -0.4234
C -1.960014 1.193485 -3.237008 -0.088 0.026 0.495 -0.4763
C -1.954614 2.717285 -3.449108 0.057 0.076 -0.082 -0.4173
C -2.951314 3.148285 -4.548408 0.096 -0.042 -0.117 -0.4039
P -0.882814 0.590085 -1.767308 1.049 -0.463 -1.181 0.8360
C -0.625714 -1.222215 -2.203908 -0.156 0.366 0.347 -0.4970
C -1.894514 -2.008815 -1.841308 0.195 -0.167 0.056 -0.3984
C -1.730814 -3.465315 -2.267408 -0.204 0.001 0.085 -0.4045
C -1.761914 -3.550415 -3.802408 0.014 0.090 -0.052 -0.4045
C -1.297014 -2.237715 -4.443608 0.145 -0.153 -0.033 -0.3947
C -0.176414 -1.594915 -3.630308 -0.050 0.103 -0.219 -0.4228
C 0.760586 1.429385 -2.164208 -0.459 -0.094 0.439 -0.5165
C 0.725986 2.804185 -1.470608 0.077 0.015 0.194 -0.4225
C 2.116786 3.448685 -1.359608 0.020 -0.100 -0.055 -0.4044
C 3.028986 2.973485 -2.492108 -0.127 0.169 -0.087 -0.4043
C 2.198386 2.774785 -3.754008 0.223 -0.108 -0.006 -0.3891
C 1.258686 1.566485 -3.613408 -0.020 0.031 -0.073 -0.4092
H -3.845014 2.363685 -6.346408 0.062 -0.010 -0.098 0.2343
H -2.258614 1.709085 -5.986108 0.038 -0.024 -0.073 0.1976
H -3.629814 -0.085215 -5.322008 -0.051 -0.062 0.063 0.2112
H -4.955114 0.960485 -4.837608 -0.048 -0.036 -0.062 0.2170
H -3.649014 -0.214215 -2.963008 -0.052 0.057 0.071 0.2066
H -4.029614 1.490885 -2.757808 -0.074 0.036 0.107 0.1939
H -1.433214 0.714585 -4.070208 0.046 -0.024 0.118 0.2357
H -0.965814 3.059485 -3.744708 0.053 0.017 0.120 0.2143
H -2.227014 3.210985 -2.513208 0.139 0.055 0.012 0.2095
H -2.551414 4.017185 -5.071308 -0.054 0.060 0.087 0.2293
H -3.901514 3.450785 -4.106108 -0.040 0.053 0.024 0.2001
H 0.166286 -1.526115 -1.499108 -0.072 0.030 -0.065 0.2338
H -2.755314 -1.621615 -2.379108 -0.051 0.061 0.118 0.2115
H -2.119714 -1.894515 -0.773808 -0.078 -0.045 -0.039 0.1805
H -2.533014 -4.074915 -1.852208 0.020 -0.073 0.085 0.2213
H -0.787214 -3.860815 -1.887308 0.080 -0.022 0.082 0.2046
H -2.772314 -3.773615 -4.149408 0.017 -0.076 0.037 0.2159
H -1.121514 -4.368915 -4.128808 -0.017 -0.037 -0.048 0.2223
H -2.134714 -1.545915 -4.535908 -0.053 0.064 -0.033 0.1852
H -0.940414 -2.432015 -5.456008 -0.046 0.062 -0.009 0.2339
H 0.211186 -0.734315 -4.170808 0.105 0.017 0.039 0.2185
H 0.637486 -2.316715 -3.557508 0.137 0.034 0.008 0.2269
H 1.484586 0.793685 -1.643408 -0.200 0.133 -0.112 0.2588
H 0.253286 2.715685 -0.480408 0.042 0.181 -0.187 0.2025
H 0.084886 3.465685 -2.045808 -0.130 0.062 0.045 0.2270
H 2.573186 3.237585 -0.390908 0.029 0.025 0.080 0.1984
H 2.003086 4.531385 -1.431508 0.002 0.028 0.105 0.2189
H 3.506086 2.029585 -2.233208 0.131 -0.140 0.039 0.1888
H 3.821586 3.702685 -2.659108 0.041 -0.058 -0.006 0.2298
H 2.852486 2.617185 -4.611808 -0.093 0.059 -0.069 0.2298
H 1.625386 3.683685 -3.940708 -0.049 0.092 -0.100 0.1969
H 1.811986 0.667085 -3.883108 -0.025 -0.051 -0.012 0.2167
H 0.446986 1.672785 -4.329708 -0.043 -0.086 -0.079 0.2060
N 7.922886 -1.975315 3.351492 0.460 0.105 0.046 -0.7722
C 6.666986 -2.461415 3.241492 -0.452 -0.090 -0.105 0.2187
C 6.383186 -3.532815 2.373892 -0.049 0.156 0.165 -0.2789
C 5.082886 -3.942015 2.185292 -0.012 0.086 0.022 -0.1582
C 4.056086 -3.302715 2.863192 -0.862 -0.475 -0.167 -0.3451
C 4.319386 -2.297315 3.782192 0.086 -0.101 -0.008 -0.1838
C 5.615186 -1.871715 3.969192 -0.095 -0.142 -0.106 -0.2715
S 2.373086 -3.777315 2.506292 0.303 0.752 -0.169 2.3081
O 2.305886 -4.486815 1.260792 0.372 -0.221 -0.225 -0.9480
O 1.782786 -4.393415 3.655392 0.105 -0.059 0.485 -0.9528
N 1.527686 -2.367715 2.285292 0.146 -1.033 0.767 -0.8641
C 1.886386 -1.455315 1.464892 1.334 -0.895 0.044 0.3150
S 3.524986 -1.374215 0.769392 -0.460 0.529 -0.187 0.3996
C 3.161586 0.230085 0.230692 -0.798 0.060 0.058 -0.4492
C 1.881286 0.555685 0.518892 1.346 0.791 -0.602 -0.0674
N 1.117586 -0.398715 1.120592 -1.466 -0.147 -0.216 -0.8028
H 8.686686 -2.463115 2.914892 -0.010 0.102 0.129 0.4027
H 8.138286 -1.281715 4.047992 0.061 -0.154 -0.089 0.3992
H 7.192286 -4.024715 1.855992 0.074 -0.047 -0.087 0.2256
H 4.834886 -4.742315 1.508592 0.062 -0.123 -0.184 0.2482
H 3.498186 -1.856415 4.325192 -0.052 0.167 0.141 0.2224
H 5.836686 -1.083815 4.672692 0.012 0.105 0.085 0.2162
H 3.912286 0.827985 -0.246808 0.046 0.234 -0.083 0.2555
H 1.443086 1.524785 0.376892 0.061 0.088 -0.122 0.2345
I -2.526514 3.966185 0.494792 0.103 0.113 0.085 0.0203
I -0.816614 5.961785 0.953492 -0.114 -0.190 -0.078 0.0822
```
Positions in Å, forces in eV/Å.

Calculated values
HOMO-LUMO gap (spin up / spin down), eV: 4.57 / 5.46
Lowest unoccupied orbital energy (spin up / spin down), hartree: -0.26461 / -0.23193
<S²>: 3.8176
Highest occupied orbital energy (spin up / spin down), eV: -11.768 / -11.770
Charge: +2
Spin multiplicity: 4

---

[2]
Density functional theory data (wB97M-V/def2-TZVPD) for C45H59F6InN3OP2SSi as an isolated structure at a distorted geometry.

Structure (XYZ):
```
119
Properties=species:S:1:pos:R:3:forces:R:3:lowdin_charge:R:1
In -1.512552 -1.422148 0.348550 0.259 0.752 -1.095 0.6577
C -3.335231 0.882126 -1.807919 -0.547 -0.086 0.225 -0.2254
Si -1.486973 0.806527 -1.286423 0.214 -2.008 -0.635 0.6143
C -0.486573 0.644517 -2.940863 1.141 1.196 0.573 -0.2664
C -1.275172 1.049963 -3.991606 -0.930 0.121 -1.544 -0.1537
C -0.848437 1.069939 -5.323476 0.266 -0.411 -0.199 -0.0757
C 0.487085 0.825975 -5.618820 0.005 0.490 1.200 -0.0659
C 1.379769 0.586742 -4.557608 -3.212 0.303 -0.032 -0.1343
C 0.917202 0.445999 -3.245427 -0.508 -0.191 -0.649 -0.3632
P 2.146142 -0.288540 -2.125034 0.383 -0.092 0.968 1.0992
C 3.043656 -1.543943 -3.197508 1.126 0.448 -1.262 -0.4709
C 4.042862 -2.369918 -2.327883 -0.877 0.473 -0.085 -0.2008
C 5.011731 -3.144158 -3.248593 0.912 1.239 0.730 -0.2076
C 4.394084 -3.707927 -4.494303 -0.384 -0.033 -1.808 -0.2318
C 2.865198 -3.832614 -4.462082 0.245 1.296 0.439 -0.1784
C 2.207865 -2.444852 -4.145839 0.058 0.086 -0.655 -0.1878
C 3.601968 0.933942 -1.951853 -0.361 -0.300 0.984 -0.4294
C 4.412448 1.456104 -3.142365 1.267 0.396 0.044 -0.2009
C 3.936990 2.802740 -3.763479 -0.022 -0.894 0.807 -0.1993
C 3.842354 3.867630 -2.667309 -0.733 0.919 0.347 -0.2045
C 2.854433 3.407282 -1.518420 0.718 0.979 -1.772 -0.1941
C 3.299152 2.089042 -0.932766 -0.194 -0.652 1.248 -0.2186
C -1.152629 2.450908 -0.418378 1.447 -1.072 -0.537 -0.2953
C -0.644895 3.562020 -1.089048 0.064 0.668 0.335 -0.0940
C -0.493847 4.763947 -0.404570 -0.950 0.653 -0.410 -0.0805
C -0.700843 4.868543 0.980380 -0.203 -0.639 -1.076 -0.0736
C -0.937291 3.703817 1.657031 -0.095 -2.081 0.133 -0.0850
C -1.170928 2.457053 0.959593 -0.528 2.125 0.758 -0.3660
P -1.803533 0.966147 1.737520 -0.149 -0.348 2.135 1.0373
C -3.358765 1.448792 2.618988 -0.607 1.409 1.997 -0.4109
C -4.526301 0.711454 2.016238 -1.196 -0.533 -0.085 -0.2237
C -5.886399 1.428846 2.042221 -0.960 0.198 1.392 -0.1783
C -6.000734 2.300429 3.331582 0.429 -0.732 0.288 -0.2048
C -4.968636 3.433429 3.375536 0.375 -0.957 0.914 -0.1953
C -3.664158 2.969167 2.674244 0.917 0.617 0.747 -0.1979
C -0.533608 0.597567 3.055664 -0.068 0.857 -1.113 -0.4243
C -0.788920 1.387576 4.337817 1.149 -0.671 0.776 -0.1648
C 0.562939 1.740933 5.098207 -0.341 0.623 -0.111 -0.1895
C 1.700883 0.750992 4.865241 0.353 -0.754 0.081 -0.1939
C 1.967718 0.341595 3.377902 0.848 1.437 -0.142 -0.1655
C 0.841464 0.821180 2.414767 0.780 -0.940 0.826 -0.2137
H -3.760739 1.905710 -1.976141 0.452 -0.752 0.107 0.0490
H -3.487738 0.278190 -2.715296 0.047 0.209 0.246 0.0252
H -3.968205 0.359677 -1.060279 0.388 0.413 -0.189 0.0058
H -2.331067 1.327193 -3.866346 0.651 -0.223 0.148 0.0767
H -1.611125 1.188018 -6.096382 0.408 0.277 0.061 0.1027
H 0.905577 0.907883 -6.596301 -0.076 -0.105 -0.728 0.0917
H 2.372378 0.437708 -4.803861 1.931 -0.271 -0.236 0.0644
H 3.683138 -0.932076 -3.905172 -0.447 -0.597 0.751 0.0850
H 4.574633 -1.615805 -1.691405 -0.226 -1.170 -0.282 0.0934
H 3.412737 -3.029064 -1.708609 0.492 0.142 0.140 0.1079
H 5.722633 -2.362294 -3.588217 0.043 -0.517 0.303 0.1078
H 5.600600 -3.927183 -2.740505 -0.358 0.472 0.183 0.1126
H 4.734034 -3.108897 -5.379925 -0.576 -0.242 0.589 0.1181
H 4.805593 -4.686143 -4.705916 0.125 -0.388 0.034 0.0957
H 2.485683 -4.142944 -5.431268 -0.020 -0.324 -0.015 0.0998
H 2.620835 -4.580735 -3.712878 -0.292 -0.064 0.094 0.1089
H 2.087387 -1.916451 -5.130329 0.097 -0.374 0.882 0.1084
H 1.190538 -2.563387 -3.776690 -0.149 -0.214 0.138 0.0915
H 4.235984 0.251261 -1.321810 -0.235 0.547 -0.815 0.0873
H 5.376963 1.739786 -2.678592 -0.081 -0.082 -0.091 0.1132
H 4.757400 0.687185 -3.878525 -0.818 0.522 0.371 0.1030
H 4.667354 3.132935 -4.485888 0.261 -0.020 -0.430 0.0969
H 2.972708 2.688318 -4.284994 0.232 0.156 0.276 0.0975
H 4.804256 4.242162 -2.269906 0.007 -0.879 -0.043 0.1071
H 3.494263 4.787445 -3.175540 -0.416 -0.272 0.384 0.1009
H 2.676904 4.231517 -0.780994 0.190 -0.884 -0.456 0.1186
H 1.941137 3.240426 -2.091659 -0.405 0.027 0.364 0.0823
H 4.201906 2.242725 -0.284928 -0.537 -0.064 -0.576 0.1201
H 2.498752 1.727261 -0.232438 0.631 0.200 -0.455 0.0943
H -0.362232 3.485717 -2.131227 -0.393 0.161 -0.173 0.0972
H -0.478150 5.698388 -0.975770 0.696 -0.340 0.076 0.1064
H -0.803184 5.834697 1.435634 0.390 0.237 0.327 0.1002
H -1.013855 3.644097 2.734679 0.170 0.460 -0.130 0.0806
H -3.289825 1.164362 3.714208 0.240 -0.047 -1.231 0.1256
H -4.320036 0.467426 0.986166 0.085 -0.506 -0.246 0.0629
H -4.634675 -0.188493 2.613302 -0.017 -0.534 -0.396 0.1126
H -6.050625 2.029205 1.160284 0.133 0.429 -0.362 0.0980
H -6.759581 0.721559 2.057467 1.023 0.263 -0.092 0.1200
H -7.008243 2.696043 3.507935 0.108 -0.276 -0.057 0.0997
H -5.714396 1.624346 4.197605 -0.673 0.570 -0.850 0.1256
H -5.297103 4.376442 2.950791 -0.212 0.008 -0.359 0.0973
H -4.815034 3.655250 4.464002 0.237 -0.107 -0.838 0.1117
H -3.659598 3.356549 1.663279 0.054 0.189 -0.294 0.1098
H -2.818484 3.442792 3.216294 -0.643 -0.064 -0.523 0.0830
H -0.572636 -0.467824 3.157053 -0.384 -0.770 0.680 0.0861
H -1.264512 2.322063 4.102606 -0.340 0.344 0.035 0.0554
H -1.518982 0.792695 4.958400 0.973 0.675 -0.274 0.1280
H 0.908011 2.788728 5.003434 -0.453 -0.291 -0.722 0.1056
H 0.326757 1.696901 6.145639 -0.086 -0.070 0.681 0.0855
H 2.674239 1.030297 5.367297 -1.163 -0.013 -0.456 0.1176
H 1.299842 -0.079482 5.446428 0.541 -0.725 -0.267 0.1030
H 2.934212 0.826554 3.033266 -1.015 -0.348 0.365 0.1128
H 2.170665 -0.719889 3.231795 -0.390 -0.107 0.320 0.0920
H 0.988488 1.863514 2.163468 0.101 0.187 -0.230 0.0966
H 0.957105 0.166173 1.533476 -0.232 0.555 -0.122 0.0970
F -3.354506 -2.139297 0.060973 -0.226 0.076 -0.088 -0.4375
S 0.891705 -7.648163 2.889960 -1.336 -3.375 0.526 0.4626
C 1.538618 -6.294650 2.608290 2.807 5.181 -0.074 -0.8942
N 2.031293 -5.111468 2.541137 -2.018 -0.680 -1.972 -0.0048
N 2.132080 -2.997786 1.276455 0.320 4.689 -2.199 0.0140
C 2.120509 -4.076317 1.806722 -0.269 -5.934 4.071 -0.3455
H 3.065053 -2.546270 1.310348 0.300 0.294 -0.621 0.0161
N -0.330836 -3.056897 -0.672662 -0.517 1.130 -0.333 0.0640
H 0.595483 -3.015907 -0.235395 0.148 -0.226 -0.211 0.0119
H -0.455039 -2.869513 -1.652150 0.816 -0.039 -0.357 0.0427
H -0.896014 -3.835264 -0.425641 0.016 -1.011 0.452 0.0173
F -5.026107 -6.209823 3.831722 0.496 0.647 -0.606 0.0753
C -4.164651 -5.326938 3.235401 -1.058 -1.307 0.066 -0.1389
C -3.290639 -5.759212 2.258753 1.381 -1.344 -1.604 -0.0985
F -3.265932 -7.050593 1.764074 -0.637 1.460 0.968 0.0691
C -2.316245 -4.912531 1.723824 0.515 -1.123 -0.561 -0.0740
F -1.455129 -5.379455 0.714641 -1.587 0.679 1.716 0.0480
C -2.134403 -3.642159 2.247241 0.501 0.830 -0.327 -0.3073
O -1.144295 -2.846243 1.872105 -0.429 0.168 0.378 -0.1619
C -3.062144 -3.235845 3.207429 -0.608 1.176 1.164 -0.0796
F -2.801613 -1.979427 3.778273 -0.870 -1.447 -0.689 0.0362
C -4.158026 -4.012543 3.642609 1.653 0.865 0.487 -0.1280
F -5.001344 -3.611013 4.619209 0.445 -0.004 -0.538 0.0941
```
Positions in Å, forces in eV/Å.

Calculated values
HOMO-LUMO gap (spin up / spin down), eV: 2.69 / 2.69
Lowest unoccupied orbital energy (spin up / spin down), hartree: 0.07248 / 0.07248
Highest occupied orbital energy (spin up / spin down), eV: -0.719 / -0.714
Energy above the lowest of the compared OMol25 structures with the same formula, charge and spin, kcal/mol: 152.7
Charge: -1
Spin multiplicity: 1

---

The lowest charge belongs to which entry?
C45H59F6InN3OP2SSi

---

Which value of charge does entry 2 give?
-1